Entry 1:
DFT (the ωB97M-V functional and the def2-TZVPD basis) results for a structure of composition C41H58BaN12O2.

Output
Net charge: +2
E_LUMO in eV: -5.29
ΔE to the lowest compared entry with this formula, charge and spin in kcal/mol: 0.0
Multiplicity: 1
Calculated total energy in a.u.: -2429.8343

Each line ends with the Mulliken charge.
Geometry (Å):
Ba -0.56916 0.09212 -0.85371  0.93
C 1.13750 7.00146 -3.92371  -1.75
C 1.14549 5.65379 -3.25124  -0.03
C 2.21918 4.82146 -3.26282  -0.83
C 2.23692 3.58928 -2.53544  0.90
C 3.47923 2.92946 -2.53941  -0.94
N 4.01210 2.19662 -1.58864  0.27
C 3.54463 2.17239 -0.20300  0.12
C 4.69788 1.90814 0.77371  -0.88
C 4.56103 2.61600 2.12357  -0.96
N 3.53127 2.06908 3.01890  -0.08
C 2.30579 1.79528 2.62852  0.90
C 1.18320 1.46215 3.36946  -0.86
C 1.07143 1.57460 4.78571  -0.41
C -0.13224 1.46940 5.40874  -0.13
C -0.29706 1.56495 6.90319  -1.76
C -1.27104 1.31307 4.57047  -0.27
C -1.22600 1.15227 3.20983  1.64
C -2.49866 1.10198 2.47610  -1.61
N -2.64008 0.81185 1.24991  0.94
C -4.00823 0.86219 0.72780  -1.38
C -3.99782 1.03541 -0.78243  0.67
C -3.44315 2.36805 -1.28781  -1.23
N -1.96982 2.39560 -1.44285  0.36
C -1.48204 3.55742 -1.60567  -1.20
C -0.11334 3.93564 -2.00143  1.04
C -0.00788 5.17221 -2.59157  -0.63
C 1.03997 3.07336 -1.90862  -0.62
O 0.97955 1.91284 -1.39648  1.06
C 0.05305 1.10462 2.54748  -0.39
O 0.20042 0.77419 1.33581  0.09
H 2.10752 7.22915 -4.36187  0.37
H 0.89858 7.79035 -3.20926  0.36
H 0.39060 7.04383 -4.71832  0.37
H 3.12217 5.12300 -3.78606  0.39
H 4.13148 3.08580 -3.39531  0.53
H 4.91991 1.79435 -1.77517  0.36
H 2.74006 1.44986 -0.11291  -0.49
H 3.09283 3.15190 -0.02118  0.72
H 5.62501 2.29110 0.33972  0.45
H 4.83428 0.83589 0.93253  0.31
H 4.36914 3.67850 1.96040  0.32
H 5.50688 2.54053 2.65339  0.47
H 3.76391 1.99383 3.99823  0.23
H 2.12108 1.85959 1.56716  0.14
H 1.95509 1.78433 5.38272  0.29
H 0.62891 1.87687 7.38397  0.40
H -0.58378 0.59965 7.32597  0.33
H -1.07549 2.28159 7.17010  0.39
H -2.25157 1.33044 5.04244  0.47
H -3.37574 1.36186 3.08368  0.28
H -4.58844 1.66255 1.19830  0.43
H -4.51030 -0.08054 0.96889  0.40
H -5.02168 0.92896 -1.14462  0.70
H -3.40914 0.21727 -1.20768  -1.07
H -3.77970 3.18368 -0.63891  0.48
H -3.86822 2.55859 -2.27566  0.53
H -2.15585 4.42307 -1.55597  0.28
H -0.89601 5.80024 -2.61079  0.52
C 1.36031 0.02834 -3.93137  -0.41
C 2.15406 -0.98714 -3.11686  -0.76
N 1.90749 -0.81168 -1.67245  -0.04
C 2.11180 -2.02487 -0.86391  -0.52
C 1.13889 -3.09039 -1.32639  -0.07
C 1.54992 -4.39137 -1.55670  -1.08
C 0.63381 -5.29257 -2.08245  -1.04
C -0.64223 -4.85104 -2.38083  -0.99
C -0.97839 -3.53122 -2.10493  0.37
C -2.38491 -3.04088 -2.37792  -1.51
N -2.48647 -1.62037 -2.72852  -0.12
C -2.18138 -1.32287 -4.14040  -1.24
C -0.69380 -1.21658 -4.44088  -0.82
N -0.08665 -0.10610 -3.69637  0.36
N -0.11202 -2.67440 -1.56655  2.14
H 1.61754 -0.08259 -4.99275  0.55
H 1.65260 1.03285 -3.62281  -0.44
H 3.21657 -0.90106 -3.36787  0.52
H 1.85571 -1.99762 -3.39929  0.38
H 2.50682 -0.06940 -1.33446  -0.39
H 1.91798 -1.76977 0.18635  -0.08
H 3.12839 -2.42396 -0.93268  0.62
H 2.57070 -4.68897 -1.35110  0.54
H 0.92283 -6.31660 -2.28264  0.45
H -1.37004 -5.51709 -2.82730  0.55
H -2.97157 -3.19621 -1.46633  0.30
H -2.82706 -3.68250 -3.14867  0.49
H -3.45239 -1.35915 -2.57541  0.35
H -2.65315 -0.36480 -4.37858  0.53
H -2.62170 -2.07087 -4.81050  0.35
H -0.56324 -1.10071 -5.52308  0.47
H -0.19214 -2.14335 -4.16163  0.41
H -0.53478 0.75153 -4.01008  0.24
C -2.56572 -2.57493 2.08510  -0.58
N -2.82874 -3.43059 3.23892  0.10
C -1.82668 -3.12836 4.26770  -0.68
N -0.45530 -3.34149 3.78576  0.09
C -0.24928 -2.48758 2.62025  -0.29
N -1.20848 -2.75656 1.53243  0.90
C -1.07806 -4.18200 1.17195  -0.42
N -1.30334 -5.07658 2.30388  0.18
C -2.65208 -4.82806 2.82603  -0.74
C -0.33654 -4.74055 3.35465  -0.73
H -2.68205 -1.53577 2.38183  0.10
H -3.29480 -2.80298 1.30207  0.13
H -2.00213 -3.76610 5.13412  0.37
H -1.93519 -2.08523 4.57393  0.27
H 0.76416 -2.64834 2.24068  0.20
H -0.35034 -1.44619 2.92377  -0.31
H -0.07607 -4.35582 0.77761  -0.03
H -1.80649 -4.41414 0.39304  0.03
H -2.82926 -5.47908 3.68209  0.37
H -3.38373 -5.06587 2.05207  0.34
H 0.67337 -4.91068 2.97706  0.33
H -0.50041 -5.39281 4.21222  0.37

***

Entry 2:
DFT (the ωB97M-V functional and the def2-TZVPD basis) results for a cluster of 4 separate species, C41H58Cl2N4O4S in total.

Output
Net charge: 0
E_LUMO in eV: 0.34
Multiplicity: 1
Calculated total energy in a.u.: -3435.5229

Each line ends with the Mulliken charge.
Geometry (Å):
C 7.26727 -1.15199 2.87416  -0.56
O 7.76352 -1.70880 1.66569  -0.41
C 6.71406 -2.22036 0.82447  -0.39
C 6.63124 -1.45822 -0.55701  -0.87
C 5.47341 -0.37040 -0.52725  -0.07
C 6.07228 0.91311 0.12384  -0.22
C 5.22361 2.23194 -0.05740  -0.94
C 3.74008 2.01960 -0.48436  -0.85
C 2.83884 1.34521 0.59962  0.63
C 2.39190 2.28819 1.75118  -0.74
C 1.40641 1.62248 2.78939  -0.92
C -0.04813 1.43523 2.23296  -0.27
C -0.50263 -0.02561 1.87648  0.46
Cl 0.92499 -1.15511 1.57232  -0.07
C -1.22943 0.00156 0.44773  -2.60
C -2.79856 0.09045 0.47658  3.30
C -3.49222 1.01687 -0.58169  -2.59
C -2.66157 2.18150 -1.19725  0.77
N -3.64191 3.06170 -1.92555  -0.64
N -1.69574 1.75255 -2.24528  -0.62
N -1.92670 3.02268 -0.24450  -0.29
C -3.33748 -1.35198 0.17168  -0.99
C -3.11758 -1.98290 -1.09709  -0.21
C -3.65502 -3.25539 -1.33898  -0.42
N -4.36250 -4.07311 -0.53446  -0.65
C -4.50730 -3.45518 0.65202  -0.41
C -4.08078 -2.17539 1.06904  -0.66
S -3.35091 0.68584 2.12491  1.47
O -3.13298 2.10606 2.30299  -0.67
O -4.78509 0.48434 2.23568  -0.70
O -2.65894 -0.22089 3.28672  -0.44
C -1.35403 -0.71440 3.03823  1.32
C -0.55797 -0.51842 4.38238  -1.33
Cl -1.30680 -2.53401 2.76677  -0.12
H 6.26401 -0.67502 2.76046  0.11
H 7.97518 -0.36875 3.22660  0.28
H 7.16447 -1.89962 3.69936  0.30
H 5.73967 -2.21843 1.36522  0.28
H 6.96064 -3.29708 0.64996  0.36
H 7.62156 -0.97281 -0.68097  0.38
H 6.46929 -2.21730 -1.35061  0.38
H 5.13187 -0.23820 -1.57336  0.33
H 4.65143 -0.84165 0.04972  -0.06
H 7.04567 1.09525 -0.39070  0.50
H 6.31900 0.78328 1.19812  -0.15
H 5.71410 2.83887 -0.85582  0.35
H 5.22972 2.87590 0.85187  0.37
H 3.64562 1.40339 -1.40963  0.32
H 3.27244 3.00619 -0.72964  0.50
H 3.30970 0.44082 1.03629  -0.03
H 1.91587 0.98357 0.07835  -0.38
H 2.00703 3.27447 1.39849  0.22
H 3.31015 2.51482 2.35401  0.39
H 1.32646 2.39555 3.59694  0.11
H 1.84675 0.73818 3.28867  0.33
H -0.73614 1.78294 3.03951  0.83
H -0.18257 2.16452 1.40857  -0.25
H -0.96398 -0.95512 -0.05778  0.67
H -0.70494 0.78964 -0.12207  0.40
H -3.93511 0.44854 -1.43013  0.38
H -4.37562 1.47694 -0.06970  0.53
H -3.12522 3.92897 -2.09054  0.28
H -4.37690 3.24668 -1.24063  0.34
H -2.14803 1.85804 -3.15386  0.33
H -1.53621 0.74599 -2.15184  0.26
H -1.06449 3.38508 -0.64629  0.29
H -2.50566 3.81139 0.04114  0.25
H -2.53123 -1.47256 -1.88060  0.31
H -3.47577 -3.66771 -2.35625  0.28
H -5.05042 -4.05752 1.41152  0.36
H -4.30064 -1.83476 2.09095  0.39
H -1.04352 -1.16819 5.14820  0.52
H 0.50409 -0.80430 4.29131  0.30
H -0.66568 0.52270 4.75506  0.31
C -5.77247 0.52114 -6.12907  -0.44
C -7.14796 0.65668 -6.26572  -0.48
C -7.87770 1.34408 -5.30421  -0.35
C -7.22992 1.90443 -4.21009  -0.53
C -5.85312 1.77239 -4.07459  0.27
C -5.12577 1.07706 -5.03214  -0.53
H -5.20396 -0.01802 -6.87777  0.39
H -7.65207 0.22534 -7.12234  0.36
H -8.95156 1.44393 -5.40786  0.36
H -7.79875 2.44460 -3.46255  0.37
H -5.34574 2.21020 -3.22261  0.31
H -4.05222 0.96909 -4.92422  0.32
C -1.05938 -5.88714 -5.65480  -0.44
C -1.58837 -4.89511 -4.83942  -0.29
C -2.21360 -3.79112 -5.40476  -0.16
C -2.31843 -3.68359 -6.78564  -0.51
C -1.79259 -4.67739 -7.60069  -0.38
C -1.15938 -5.77714 -7.03580  -0.39
H -0.56891 -6.74660 -5.21393  0.36
H -1.51251 -4.98241 -3.76167  0.36
H -2.62080 -3.01360 -4.76850  0.35
H -2.81046 -2.82471 -7.22630  0.39
H -1.87575 -4.59442 -8.67780  0.35
H -0.74466 -6.54956 -7.67206  0.35
C 4.31447 1.61931 6.09589  -0.30
C 4.42042 2.86401 6.70306  -0.56
C 3.38190 3.34371 7.49105  -0.35
C 2.24071 2.57423 7.67965  -0.52
C 2.13635 1.32801 7.07538  -0.25
C 3.17121 0.85222 6.28039  -0.38
H 5.12331 1.24660 5.47834  0.46
H 5.31318 3.46138 6.56135  0.37
H 3.46205 4.31731 7.95922  0.38
H 1.43270 2.94635 8.29798  0.38
H 1.24659 0.72697 7.22374  0.39
H 3.08718 -0.11810 5.80453  0.37